[1]
Formula: C5H7NO
Source: the OMol25 dataset
Level of theory: ωB97M-V/def2-TZVPD

Structure (XYZ):
```
14
Properties=species:S:1:pos:R:3:nbo_charge:R:1
O 1.390 2.232 0.517 -0.61
C 0.780 1.234 0.181 0.69
C 1.446 -0.123 0.005 -0.54
C 0.508 -1.298 0.134 -0.23
C -0.739 -1.185 -0.322 -0.20
C -1.422 0.130 -0.193 -0.25
N -0.556 1.276 -0.117 -0.63
H 2.291 -0.164 0.692 0.24
H 1.876 -0.133 -1.010 0.24
H 0.834 -2.193 0.653 0.21
H -1.465 -1.985 -0.437 0.22
H -1.664 -0.328 0.814 0.23
H -2.293 0.356 -0.827 0.21
H -0.959 2.204 -0.071 0.41
```

Properties
Net charge: 0
HOMO-LUMO gap in eV: 9.539
Spin multiplicity: 1
Structure (SMILES): O=C1CC=CCN1

[2]
Formula: C32H29Br2IrN4O3S
Source: the OMol25 dataset
Level of theory: ωB97M-V/def2-TZVPD

Structure (XYZ):
```
72
Properties=species:S:1:pos:R:3:mulliken_charge:R:1
Ir 0.770 -0.123 -0.213 2.11
C 0.356 1.216 -2.948 -1.11
N 0.488 1.546 -1.502 0.20
C 1.623 2.498 -1.378 -1.17
C -0.780 2.163 -1.033 0.94
C -1.233 3.330 -1.624 -0.55
C -2.468 3.864 -1.296 -0.94
C -3.272 3.186 -0.395 -1.00
C -2.826 2.027 0.215 -0.28
C -1.548 1.513 -0.043 -0.35
N -1.014 0.381 0.552 0.58
C -1.138 -0.003 1.875 0.12
C -1.909 0.604 2.877 -0.63
C -1.803 0.200 4.202 -0.93
C -0.941 -0.814 4.581 -1.10
C -0.174 -1.438 3.604 -0.40
C -0.265 -1.042 2.288 0.37
N 0.489 -1.715 1.216 0.73
C 1.777 -2.288 1.656 -1.48
C -0.385 -2.846 0.769 -1.44
H 0.235 2.141 -3.514 0.47
H 1.255 0.695 -3.271 0.30
H -0.508 0.582 -3.103 0.32
H 1.479 3.359 -2.032 0.51
H 1.697 2.837 -0.348 0.31
H 2.533 1.974 -1.663 0.31
H -0.624 3.830 -2.367 0.32
H -2.810 4.776 -1.768 0.42
H -4.267 3.552 -0.174 0.42
H -3.493 1.478 0.862 0.57
H -2.553 1.434 2.639 0.44
H -2.403 0.705 4.949 0.41
H -0.861 -1.120 5.616 0.43
H 0.504 -2.234 3.884 0.39
H 1.629 -3.146 2.314 0.56
H 2.311 -2.614 0.765 0.27
H 2.362 -1.530 2.176 0.40
H -0.590 -3.473 1.639 0.46
H -1.316 -2.447 0.379 0.32
H 0.114 -3.420 -0.001 0.50
Br 5.581 -1.148 -1.643 -0.16
C 4.980 -0.144 -0.168 -0.17
C 5.915 0.386 0.729 -0.31
C 5.512 1.113 1.816 0.03
Br 6.824 1.794 3.002 -0.24
C 4.140 1.348 2.058 0.95
C 3.629 2.063 3.170 -0.87
C 2.281 2.223 3.310 -1.37
C 1.420 1.676 2.345 -0.12
N 1.853 1.005 1.307 0.29
C 3.203 0.823 1.139 -0.22
C 3.612 0.043 -0.008 0.15
O 2.725 -0.440 -0.837 -0.71
H 6.967 0.209 0.554 0.44
H 4.317 2.472 3.897 0.34
H 1.858 2.760 4.147 0.49
H 0.345 1.802 2.436 0.38
O -5.338 -3.540 -4.942 -0.48
C -5.180 -2.900 -3.757 0.66
O -6.149 -2.585 -3.123 -0.56
C -3.782 -2.624 -3.321 0.67
C -3.592 -1.677 -2.321 -0.75
C -2.322 -1.367 -1.866 -0.03
C -1.197 -2.006 -2.393 1.12
S 0.453 -1.684 -1.909 -0.67
C -1.394 -2.972 -3.389 -1.53
C -2.663 -3.273 -3.843 -1.03
H -4.487 -3.630 -5.385 0.29
H -4.461 -1.185 -1.905 0.55
H -2.195 -0.636 -1.087 0.32
H -0.536 -3.490 -3.801 0.47
H -2.762 -4.051 -4.593 0.27
```

Properties
Net charge: 0
HOMO-LUMO gap in eV: 6.741
Spin multiplicity: 1